DFT (ωB97M-V/def2-TZVPD) results for a cluster of 2 separate species, C25H26NO2S in total at a distorted geometry.

Total charge: +1
Highest occupied orbital energy in eV: -9.85
E_LUMO in eV: -4.68
HOMO-LUMO gap in eV: 5.172
Energy above the lowest of the compared OMol25 structures with the same formula, charge and spin in kcal/mol: 0.0
Calculated total energy in eV: -42759.92882
Strongest force on any atom in eV/Å: 2.1

Each line ends with the Mulliken charge.
Element x y z (Å)
C  -5.086  -1.837  3.019  -0.8185
O  -4.606  -0.468  3.005  -0.4560
C  -3.265  -0.268  2.995  0.8738
C  -2.791  1.071  2.996  -0.6362
C  -1.435  1.324  3.001  -0.3244
C  -0.489  0.279  2.997  0.4970
C  0.972  0.615  2.947  0.9086
C  1.898  -0.463  2.961  -0.8341
S  3.577  -0.168  2.985  0.3434
C  4.061  -1.264  4.383  -1.1198
C  4.069  -1.314  1.632  -0.8484
O  1.361  1.807  2.847  -0.8163
C  -0.972  -1.041  2.994  -0.4878
C  -2.331  -1.327  2.994  -0.8168
H  -6.166  -1.708  3.023  0.2495
H  -4.762  -2.388  2.124  0.3326
H  -4.753  -2.374  3.919  0.3377
H  -3.520  1.879  2.999  0.4226
H  -1.099  2.360  3.000  0.4293
H  1.604  -1.511  3.005  0.1433
H  5.154  -1.257  4.425  0.4210
H  3.642  -0.821  5.292  0.3840
H  3.672  -2.277  4.219  0.3472
H  5.164  -1.300  1.602  0.4251
H  3.683  -2.321  1.845  0.3956
H  3.649  -0.910  0.704  0.1134
H  -0.278  -1.876  2.990  0.2358
H  -2.673  -2.364  3.001  0.3650
C  3.827  0.187  -4.232  -1.1439
N  3.225  0.620  -2.974  0.1469
C  1.933  0.194  -2.726  0.7293
C  1.239  -0.621  -3.634  -0.7767
C  -0.064  -1.037  -3.364  -0.7117
C  -0.709  -0.645  -2.177  -0.7492
C  -0.047  0.152  -1.258  -0.8790
C  1.284  0.581  -1.505  1.1681
C  1.990  1.360  -0.594  -0.5036
C  3.280  1.813  -0.861  0.9615
C  3.920  1.432  -2.093  1.1526
C  5.234  1.882  -2.319  -1.2045
C  5.889  2.688  -1.388  -0.7073
C  5.256  3.069  -0.193  -0.7575
C  3.972  2.624  0.073  -0.6679
H  4.835  0.580  -4.319  0.2236
H  3.876  -0.908  -4.284  0.4068
H  3.240  0.543  -5.088  0.4042
H  1.720  -0.936  -4.558  0.4359
H  -0.582  -1.669  -4.084  0.4135
H  -1.729  -0.973  -1.984  0.4451
H  -0.514  0.476  -0.327  0.4592
H  1.509  1.674  0.328  0.4903
H  5.772  1.610  -3.224  0.2411
H  6.904  3.023  -1.596  0.4309
H  5.775  3.706  0.522  0.4357
H  3.446  2.876  0.994  0.4900